[1]
Entry from OMol25: 12 unconnected molecules or ions with the total composition C32H68N4O8S8 (the ωB97M-V functional and the def2-TZVPD basis).

Structure (XYZ):
```
120
Properties=species:S:1:pos:R:3
C 3.22 -1.95 -4.36
S 2.19 -1.82 -2.86
O 1.49 -0.50 -3.04
C 1.05 -3.14 -3.28
H 2.67 -2.16 -5.28
H 3.93 -2.78 -4.28
H 3.77 -1.02 -4.49
H 1.48 -4.13 -3.16
H 0.64 -3.08 -4.29
H 0.24 -3.10 -2.54
C -0.89 -0.65 -0.54
S 0.09 0.10 0.80
O 1.44 -0.56 0.95
C 0.44 1.68 -0.04
H -0.29 -0.59 -1.45
H -1.85 -0.14 -0.62
H -1.05 -1.69 -0.27
H -0.51 2.21 -0.12
H 0.89 1.45 -1.00
H 1.15 2.29 0.52
C -1.79 -1.06 -6.13
S -1.69 -0.54 -4.37
O -2.43 0.76 -4.16
C -2.70 -1.83 -3.60
H -1.36 -2.06 -6.22
H -1.24 -0.41 -6.81
H -2.81 -1.13 -6.50
H -3.73 -1.83 -3.95
H -2.80 -1.70 -2.52
H -2.18 -2.76 -3.83
C -7.35 1.31 -2.53
S -6.18 0.40 -1.48
O -6.02 -0.97 -2.13
C -4.65 1.32 -1.79
H -6.95 1.37 -3.54
H -7.43 2.30 -2.06
H -8.31 0.81 -2.49
H -4.51 1.43 -2.86
H -3.90 0.66 -1.36
H -4.80 2.24 -1.24
C -3.11 2.15 1.66
S -4.61 3.11 1.86
O -5.73 2.19 1.41
C -4.64 3.28 3.68
H -3.18 1.28 2.32
H -2.26 2.78 1.92
H -3.02 1.65 0.70
H -3.76 2.78 4.11
H -5.53 2.78 4.06
H -4.59 4.35 3.85
C 2.30 -1.21 4.10
S 1.05 -2.28 4.83
O 0.76 -1.65 6.15
C -0.30 -1.83 3.70
H 3.06 -0.88 4.81
H 1.85 -0.35 3.62
H 2.76 -1.76 3.27
H 0.00 -2.28 2.75
H -0.39 -0.76 3.54
H -1.23 -2.35 3.92
C 3.07 2.49 2.34
S 4.59 1.89 3.13
O 5.25 0.98 2.12
C 5.44 3.47 3.12
H 3.16 2.82 1.31
H 2.72 3.30 2.99
H 2.37 1.65 2.34
H 4.93 4.13 3.82
H 5.50 3.83 2.10
H 6.47 3.28 3.44
C 5.62 -2.42 2.83
S 5.91 -2.39 1.06
O 6.32 -3.76 0.58
C 4.16 -2.14 0.60
H 6.52 -2.42 3.43
H 4.92 -3.22 3.09
H 5.07 -1.51 3.12
H 3.81 -1.15 0.91
H 3.64 -2.89 1.19
H 4.04 -2.15 -0.48
N 3.01 1.98 -2.74
C 3.40 2.15 -1.45
C 4.14 3.32 -1.38
C 4.11 3.90 -2.68
C 3.36 3.08 -3.47
H 2.35 1.25 -3.00
H 3.24 1.36 -0.73
H 4.63 3.75 -0.52
H 4.50 4.89 -2.86
H 3.16 3.13 -4.53
N -0.08 -5.68 2.02
C -0.73 -5.70 0.83
C -0.24 -4.67 0.06
C 0.80 -4.03 0.79
C 0.81 -4.64 2.03
H -0.13 -6.41 2.70
H -1.47 -6.45 0.59
H -0.53 -4.55 -0.97
H 1.36 -3.19 0.43
H 1.49 -4.58 2.87
N -0.03 4.74 -0.69
C 1.11 4.93 0.04
C 0.75 5.23 1.34
C -0.64 5.22 1.40
C -1.11 4.84 0.17
H -0.06 4.57 -1.68
H 2.10 4.81 -0.36
H 1.37 5.52 2.18
H -1.32 5.44 2.20
H -2.11 4.73 -0.23
N -4.62 -2.19 -0.03
C -3.77 -3.25 0.13
C -2.88 -2.97 1.13
C -3.29 -1.75 1.68
C -4.21 -1.18 0.81
H -5.34 -2.02 -0.74
H -3.83 -4.10 -0.55
H -2.07 -3.57 1.50
H -2.90 -1.21 2.53
H -4.58 -0.17 0.77
```

Summary:
- HOMO: -8.042 eV
- Charge: 0
- Frontier orbital gap: 8.12 eV
- M: 893.5 u

Löwdin population analysis, charges in e, atoms 1 to 99: C -0.23; S 0.86; O -0.58; C -0.26; H 0.05; H 0.06; H 0.05; H 0.07; H 0.05; H 0.02; C -0.23; S 0.84; O -0.56; C -0.23; H 0.02; H 0.04; H 0.03; H 0.04; H 0.04; H 0.02; C -0.25; S 0.81; O -0.57; C -0.25; H 0.04; H 0.05; H 0.06; H 0.06; H 0.03; H 0.04; C -0.24; S 0.85; O -0.57; C -0.23; H 0.06; H 0.05; H 0.05; H 0.05; H 0.02; H 0.04; C -0.28; S 0.82; O -0.58; C -0.23; H 0.05; H 0.04; H 0.03; H 0.05; H 0.06; H 0.04; C -0.26; S 0.82; O -0.57; C -0.28; H 0.06; H 0.03; H 0.02; H 0.01; H 0.03; H 0.05; C -0.25; S 0.82; O -0.56; C -0.27; H 0.03; H 0.05; H 0.02; H 0.05; H 0.05; H 0.05; C -0.28; S 0.83; O -0.58; C -0.26; H 0.05; H 0.06; H 0.02; H 0.02; H 0.04; H 0.02; N 0.02; C -0.15; C -0.12; C -0.11; C -0.14; H 0.09; H 0.11; H 0.08; H 0.09; H 0.10; N 0.02; C -0.15; C -0.14; C -0.09; C -0.14; H 0.15; H 0.11; H 0.08; H 0.07

***

[2]
Entry from OMol25: 3 unconnected molecules or ions with the total composition C6H21N2O2 (the ωB97M-V functional and the def2-TZVPD basis).

Structure (XYZ):
```
31
Properties=species:S:1:pos:R:3
C 3.20 0.45 -0.03
C 1.68 0.21 -0.08
C 1.03 -0.57 1.09
C 0.26 0.41 2.00
C -1.14 1.00 1.70
C -1.94 0.44 0.52
N -2.24 -1.02 0.53
N 1.31 -0.48 -1.41
H 3.52 0.38 1.06
H 4.00 -0.18 -0.54
H 3.48 1.43 -0.31
H 1.18 1.22 -0.20
H 0.50 -1.47 0.80
H 1.84 -0.89 1.79
H 1.02 1.13 2.27
H 0.13 -0.08 3.02
H -0.98 2.04 1.41
H -1.77 0.99 2.56
H -2.76 1.16 0.51
H -1.44 0.47 -0.46
H -1.80 -1.48 1.34
H -3.32 -1.07 0.49
H 1.71 -1.41 -1.62
H 1.44 0.18 -2.23
H 0.28 -0.66 -1.47
H -1.42 -2.16 -0.97
H -1.52 -2.02 -2.48
O -0.87 -2.07 -1.77
H -2.17 1.67 -1.89
H -1.80 1.05 -3.24
O -1.42 1.34 -2.41
```

Summary:
- HOMO (spin up / spin down): -2.547 / -9.796 eV
- Charge: 0
- Frontier orbital gap (spin up / spin down): 3.27 / 10.30 eV
- Multiplicity: 2
- M: 153.2 u

From a Löwdin analysis of the wavefunction, the atomic charges in e read: C -0.10; C -0.36; C -0.18; C -0.21; C -0.19; C -0.31; N -0.03; N 0.10; H 0.09; H 0.09; H 0.04; H 0.14; H 0.09; H 0.11; H 0.10; H 0.12; H 0.10; H 0.10; H 0.11; H 0.05; H 0.07; H 0.12; H 0.09; H 0.05; H 0.05; H 0.00; H 0.03; O -0.15; H 0.01; H 0.02; O -0.15

***

[3]
Entry from OMol25: a molecular structure, C30H25AsN6O10STi (the ωB97M-V functional and the def2-TZVPD basis).

Structure (XYZ):
```
74
Properties=species:S:1:pos:R:3
Ti -0.78 -0.22 -0.17
O -0.42 2.10 -6.80
C -1.36 1.47 -6.28
O -2.45 1.14 -6.78
C -1.19 1.15 -4.78
C -0.02 1.54 -4.09
C 0.07 1.33 -2.74
N -0.89 0.71 -2.00
C -2.06 0.37 -2.66
C -2.20 0.59 -4.05
C -3.13 -0.06 -1.81
C -4.42 -0.39 -2.26
C -5.41 -0.66 -1.35
C -5.11 -0.61 0.04
C -3.83 -0.33 0.41
N -2.83 -0.07 -0.46
C 1.19 1.90 -1.96
C 2.50 1.91 -2.46
C 3.50 2.43 -1.67
C 3.18 2.94 -0.41
C 1.86 2.90 -0.01
N 0.88 2.39 -0.75
H 0.75 2.05 -4.64
H -3.11 0.34 -4.57
H -4.62 -0.43 -3.32
H -6.41 -0.91 -1.69
H -5.86 -0.82 0.79
H -3.54 -0.34 1.46
H 2.71 1.48 -3.42
H 4.53 2.41 -2.01
H 3.94 3.33 0.25
H 1.56 3.26 0.97
C -1.99 2.87 0.47
O -1.45 1.76 1.18
C -1.46 1.89 2.59
C -0.10 2.26 3.14
O 0.85 1.35 2.64
C 2.08 1.44 3.31
H -1.52 3.80 0.80
H -3.08 2.92 0.62
H -1.76 2.72 -0.58
H -1.77 0.93 3.02
H -2.18 2.66 2.88
H -0.16 2.19 4.24
H 0.17 3.30 2.89
H 2.48 2.46 3.27
H 1.98 1.15 4.36
H 2.78 0.76 2.81
O -1.70 -4.49 -0.03
As -0.32 -3.52 -0.49
O 0.52 -4.26 -1.66
O -0.96 -1.99 -0.86
C 0.78 -3.45 1.13
C 2.01 -4.07 0.95
C 2.94 -4.09 1.98
C 2.65 -3.49 3.20
C 1.41 -2.87 3.39
C 0.49 -2.86 2.36
S -1.02 -1.96 2.62
O -2.11 -2.83 2.19
O -1.07 -1.51 3.99
O -0.83 -0.82 1.69
H -2.16 -4.02 0.68
H 2.23 -4.50 -0.02
H 3.91 -4.55 1.82
H 3.38 -3.48 3.99
H 1.16 -2.39 4.32
N 1.31 -0.46 -0.12
C 2.45 -0.67 -0.07
C 3.82 -0.88 0.01
C 4.50 -0.37 1.13
N 5.05 0.04 2.06
C 4.53 -1.62 -0.95
N 5.16 -2.22 -1.72
```

Summary:
- HOMO (spin up / spin down): -0.846 / -3.368 eV
- Charge: -2
- Frontier orbital gap (spin up / spin down): 4.84 / 7.35 eV
- Multiplicity: 3
- M: 784.4 u

From a Löwdin analysis of the wavefunction, the atomic charges in e read: Ti 0.97; O -0.06; C -0.71; O -0.06; C -0.09; C 0.04; C -0.21; N 0.01; C -0.19; C 0.05; C -0.21; C -0.02; C -0.09; C -0.09; C -0.13; N -0.03; C -0.23; C -0.01; C -0.07; C -0.07; C -0.13; N 0.12; H 0.11; H 0.11; H 0.10; H 0.09; H 0.09; H 0.11; H 0.12; H 0.11; H 0.10; H 0.09; C -0.09; O -0.27; C -0.19; C -0.22; O -0.20; C -0.10; H 0.09; H 0.09; H 0.07; H 0.11; H 0.13; H 0.13; H 0.12; H 0.09; H 0.09; H 0.05; O -0.24; As 0.91; O -0.45; O -0.48; C -0.23; C -0.09; C -0.08; C -0.08; C -0.06; C -0.26; S 0.51; O -0.31; O -0.30; O -0.44; H 0.00; H 0.10; H 0.10; H 0.10; H 0.10; N 0.15; C -0.12; C -0.27; C -0.27; N 0.11; C -0.26; N 0.11

***

[4]
Entry from OMol25: a single C2H6N2OS molecule (the ωB97M-V functional and the def2-TZVPD basis).

Structure (XYZ):
```
12
Properties=species:S:1:pos:R:3
C 0.33 -2.33 -0.94
S 0.05 -0.48 -1.09
N -0.65 -0.56 0.59
C -0.56 0.46 1.36
N 0.08 1.67 1.33
O 0.49 1.80 0.00
H 1.14 -2.69 -1.73
H 0.81 -2.58 0.19
H -0.66 -2.85 -1.07
H -1.26 0.40 2.29
H -0.85 2.30 1.51
H 1.51 2.23 0.28
```

Summary:
- HOMO: -8.001 eV
- Charge: 0
- SMILES string: CS/N=C\NO
- Frontier orbital gap: 8.46 eV
- M: 106.2 u

From a Löwdin analysis of the wavefunction, the atomic charges in e read: C -0.46; S 0.74; N -0.24; C -0.40; N -0.11; O -0.25; H 0.05; H 0.09; H 0.01; H 0.14; H 0.19; H 0.23

***

[5]
Entry from OMol25: a molecular structure, C10H27CaN3S2 (the ωB97M-V functional and the def2-TZVPD basis).

Structure (XYZ):
```
43
Properties=species:S:1:pos:R:3
Ca -0.53 -0.40 -0.17
S 1.64 -0.22 -2.03
S -0.21 0.77 2.43
C 3.31 0.21 -1.42
C 1.19 1.46 -2.61
C 1.09 2.47 -1.49
N 0.07 2.07 -0.47
C 0.17 2.97 0.73
C -0.67 2.46 1.89
H 0.24 1.36 -3.15
H 1.98 1.76 -3.31
H 0.82 3.45 -1.92
H 2.07 2.58 -0.99
H -0.17 3.98 0.46
H 1.23 3.04 1.03
H -1.73 2.43 1.63
H -0.52 3.11 2.76
C 1.47 1.19 3.03
H -0.84 2.28 -0.89
H 2.14 1.51 2.22
H 1.87 0.28 3.49
H 1.40 1.98 3.79
H 3.77 -0.73 -1.10
H 3.29 0.91 -0.57
H 3.90 0.64 -2.24
C -3.94 -0.07 -1.66
C -3.84 -1.36 -1.32
H -3.65 0.30 -2.66
H -4.43 0.65 -0.99
H -3.43 -2.11 -2.01
H -4.27 -1.72 -0.37
N -1.62 -2.54 0.05
C -1.03 -3.61 0.91
C 0.47 -3.57 0.80
N 0.97 -2.14 0.73
H -1.61 -2.87 -0.92
H -2.60 -2.42 0.27
H -1.36 -3.43 1.94
H -1.39 -4.60 0.61
H 0.90 -4.07 1.68
H 0.79 -4.08 -0.11
H 1.19 -1.81 1.67
H 1.86 -2.11 0.23
```

Summary:
- HOMO: -15.848 eV
- Charge: +2
- Frontier orbital gap: 9.90 eV
- M: 293.6 u

From a Löwdin analysis of the wavefunction, the atomic charges in e read: Ca 1.18; S 0.76; S 0.76; C -0.33; C -0.44; C -0.27; N -0.18; C -0.26; C -0.44; H 0.09; H 0.10; H 0.14; H 0.11; H 0.14; H 0.11; H 0.09; H 0.10; C -0.34; H 0.12; H 0.04; H 0.05; H 0.07; H 0.05; H 0.04; H 0.07; C -0.05; C -0.10; H 0.07; H 0.07; H 0.07; H 0.07; N -0.13; C -0.22; C -0.21; N -0.10; H 0.09; H 0.05; H 0.13; H 0.13; H 0.13; H 0.13; H 0.07; H 0.07

***

Looking at max |F| for the records above, in order, we have 2.2, 3.0, 1.7, 7.0, 1.0 eV Å⁻¹.